Record 1
Entry from OMol25: a single C2H8N4O2 molecule (wB97M-V/def2-TZVPD).

Properties
Largest force on an atom ... 0.1177 hartree/bohr
Energy ... -450.281188 Ha
LUMO ... 0.438 eV
Gap between HOMO and LUMO ... 8.69 eV
Highest occupied orbital energy ... -8.25 eV

Cartesian coordinates (Å):
1 C -0.57108 -2.10689 -2.24934
2 O -1.02401 -0.98322 -1.51581
3 N -0.54807 -1.02998 -0.16400
4 C -0.22275 0.25402 0.32421
5 N -0.55742 0.33504 1.58172
6 O 0.05531 1.42543 2.34262
7 N 0.59412 0.99160 -0.36959
8 N 1.76565 1.25756 0.54541
9 H -0.93383 -3.07971 -2.02766
10 H 0.52604 -2.14912 -2.29201
11 H -0.74613 -1.92597 -3.32359
12 H -1.32581 -1.42182 0.43984
13 H 0.84023 1.65001 1.82372
14 H 0.71809 0.80523 -1.49608
15 H 2.58858 0.52264 0.22480
16 H 2.06540 2.29868 0.43263

---

Record 2
Entry from OMol25: a single C19H13BrF3NO molecule (wB97M-V/def2-TZVPD).

Properties
Largest force on an atom ... 0.0623 hartree/bohr
Energy ... -3735.427947 Ha
LUMO ... 0.195 eV
Gap between HOMO and LUMO ... 8.13 eV
Highest occupied orbital energy ... -7.94 eV

Cartesian coordinates (Å):
1 N 2.58130 0.35475 -1.18587
2 C 1.27289 -0.04563 -0.72036
3 C 1.32146 0.05335 0.82974
4 C -0.08029 -0.22051 1.38027
5 C -1.20156 -0.13916 0.50325
6 C -2.43143 -0.50124 1.00212
7 C -2.63618 -0.88611 2.34487
8 C -1.57576 -0.88908 3.26471
9 C -1.78224 -1.28298 4.57795
10 C -0.71063 -1.41112 5.45437
11 Br -0.96267 -2.02438 7.23561
12 C 0.57692 -1.06093 4.99131
13 C 0.81012 -0.63669 3.67475
14 C -0.27310 -0.56269 2.76169
15 O -1.15797 0.34618 -0.77170
16 C 0.10216 0.86893 -1.25641
17 C 0.13219 0.94488 -2.75257
18 C 0.61813 2.08022 -3.39892
19 C 0.76771 2.11126 -4.78485
20 F 1.35453 3.15923 -5.40585
21 C 0.21573 1.09020 -5.55717
22 F 0.33916 1.09209 -6.90404
23 C -0.42223 0.00641 -4.92056
24 C -0.39707 -0.08974 -3.52826
25 F -0.95529 -1.22827 -2.96938
26 H 3.29271 -0.27434 -0.81006
27 H 2.58012 0.39642 -2.20110
28 H 1.06522 -1.08804 -1.00141
29 H 1.98707 -0.69489 1.22707
30 H 1.62899 1.04846 1.16716
31 H -3.26517 -0.39664 0.32714
32 H -3.62091 -1.04683 2.69882
33 H -2.75484 -1.62156 4.82730
34 H 1.38775 -1.13893 5.70165
35 H 1.79953 -0.30819 3.40588
36 H 0.21645 1.86761 -0.83025
37 H 1.05169 2.93204 -2.87064
38 H -0.87451 -0.80407 -5.50625

---

Record 3
Entry from OMol25: 2 unconnected molecules or ions with the total composition C4H3F3 (wB97M-V/def2-TZVPD).

Properties
Largest force on an atom ... 0.0899 hartree/bohr
Energy ... -453.613521 Ha
LUMO (spin up / spin down) ... -2.455 / -2.018 eV
Gap between HOMO and LUMO (spin up / spin down) ... 7.30 / 9.46 eV
Highest occupied orbital energy (spin up / spin down) ... -9.75 / -11.48 eV

Cartesian coordinates (Å):
1 C 1.10115 -0.17695 0.02508
2 C 0.44575 0.69661 0.85723
3 C -0.01670 -0.40262 -0.88922
4 C -0.84097 0.54961 -0.00614
5 F -0.01355 -2.66234 -0.07061
6 F -1.31607 1.71315 -0.59424
7 F -1.90098 0.02058 0.66021
8 H 1.99572 -0.55523 0.22948
9 H 0.78147 1.23894 1.68039
10 H -0.23580 -0.42175 -1.89216

---

Record 4
Entry from OMol25: a molecular structure, C25H30N3SScSi2 (wB97M-V/def2-TZVPD).

Properties
Largest force on an atom ... 0.0325 hartree/bohr
Energy ... -2872.857769 Ha
LUMO ... 0.122 eV
Gap between HOMO and LUMO ... 6.32 eV
Highest occupied orbital energy ... -6.20 eV

Cartesian coordinates (Å):
1 Sc 0.42360 0.91080 0.61190
2 C 1.91020 -0.43280 -1.11720
3 Si 2.99920 1.15880 -0.85120
4 C 3.41890 1.01630 1.02850
5 C 4.61470 1.05960 -1.84280
6 N 1.95540 2.38600 -1.43080
7 C 1.34690 3.36480 -0.89430
8 C 1.44900 3.89160 0.49720
9 C 0.82440 5.29650 0.54150
10 C -1.60600 5.18750 -0.08480
11 C -1.89320 3.94490 0.26490
12 C -0.78300 3.00210 -0.10590
13 N -1.10220 1.65180 -0.46210
14 Si -2.59740 0.84640 -0.24730
15 C -2.74630 -0.48470 -1.61520
16 C -4.26920 1.77850 -0.24330
17 C -2.54970 -0.16180 1.39950
18 H 2.24410 -1.28150 -0.51490
19 H 1.96320 -0.75390 -2.15430
20 H 0.82980 -0.23320 -0.91070
21 H 3.89900 0.06730 1.26260
22 H 2.50560 1.09500 1.64250
23 H 4.10170 1.79820 1.35150
24 H 5.34640 0.46420 -1.31320
25 H 5.03660 2.04610 -1.99700
26 H 4.45980 0.60960 -2.81560
27 H 2.41300 3.79410 1.00180
28 H 1.57300 6.07120 0.33980
29 H -2.20670 6.06630 0.07930
30 H -2.75710 3.60320 0.80050
31 H -3.03850 -0.04510 -2.56080
32 H -3.51290 -1.19980 -1.33730
33 H -1.82180 -1.03440 -1.77140
34 H -4.27410 2.59290 -0.96060
35 H -4.50860 2.18660 0.73450
36 H -5.06820 1.09550 -0.51390
37 H -1.65020 -0.78950 1.43890
38 H -3.40590 -0.82270 1.49000
39 H -2.54960 0.48610 2.27310
40 S -0.71880 1.91960 4.84270
41 C -0.38480 0.19560 4.80320
42 C -0.53060 -0.75170 5.79400
43 C -0.16750 -2.06450 5.51770
44 C 0.32250 -2.42610 4.26790
45 C 0.46220 -1.48220 3.26900
46 C 0.10870 -0.15890 3.53350
47 N 0.22870 0.85660 2.64340
48 C -0.16840 2.06230 3.16140
49 C -0.04190 3.19910 2.40350
50 C -0.11890 4.58200 2.77120
51 C 0.23400 5.55280 1.90830
52 C -0.21190 5.24520 -0.64360
53 C -0.01430 3.83710 -1.22630
54 C 0.34860 2.95540 1.00050
55 H -0.91460 -0.47970 6.76410
56 H -0.24660 -2.80940 6.29490
57 H 0.60510 -3.45120 4.07730
58 H 0.85610 -1.72990 2.28190
59 H -0.45820 4.82360 3.76990
60 H 0.13630 6.58950 2.19820
61 H -0.04670 6.05310 -1.35790
62 H -0.38510 3.67140 -2.23260

---

Record 5
Entry from OMol25: a molecular structure, C31H35AsFeIN2O2Si2 (wB97M-V/def2-TZVPD).

Properties
2S+1 ... 6
Largest force on an atom ... 0.0396 hartree/bohr
Energy ... -5838.538554 Ha
<S²> ... 8.775
LUMO (spin up / spin down) ... 0.408 / -1.619 eV
Gap between HOMO and LUMO (spin up / spin down) ... 8.39 / 6.56 eV
Highest occupied orbital energy (spin up / spin down) ... -7.98 / -8.18 eV

Cartesian coordinates (Å):
1 Fe 0.20298 0.68655 -1.60745
2 I -0.59669 1.40707 -4.05205
3 C -1.59039 3.09165 -3.12670
4 C -2.50531 3.82179 -3.82760
5 C -3.12641 4.91503 -3.19915
6 C -2.81723 5.24263 -1.90752
7 C -1.84867 4.51064 -1.18609
8 C -1.45575 4.84451 0.12649
9 C -0.48841 4.12963 0.78083
10 C 0.10777 3.01536 0.16980
11 C -0.24831 2.63382 -1.10406
12 C -1.21966 3.39154 -1.80303
13 H -2.74185 3.57163 -4.85025
14 H -3.85891 5.48543 -3.74986
15 H -3.29558 6.08530 -1.42551
16 H -1.93674 5.68092 0.60911
17 H -0.16581 4.43219 1.76824
18 H 0.86089 2.45188 0.71444
19 C 3.06073 -2.35786 1.37099
20 Si 2.90571 -2.21468 -0.53402
21 C 1.56718 -3.44132 -1.12961
22 C 4.61171 -2.68769 -1.28756
23 As 2.33596 -0.08377 -1.39299
24 Si 4.18718 1.29571 -0.83108
25 C 5.24241 0.70145 0.65415
26 C 3.71576 3.11318 -0.45842
27 C 5.30086 1.27408 -2.38917
28 H 3.34723 -3.36379 1.66583
29 H 2.11366 -2.12953 1.85052
30 H 3.81004 -1.67595 1.75993
31 H 1.84138 -4.47610 -0.94608
32 H 1.40328 -3.32747 -2.19791
33 H 0.62404 -3.25362 -0.62180
34 H 4.94925 -3.67464 -0.98810
35 H 5.36895 -1.97521 -0.97736
36 H 4.56164 -2.66532 -2.37212
37 H 4.65690 0.64043 1.56704
38 H 6.06466 1.38562 0.84098
39 H 5.66661 -0.27805 0.46043
40 H 3.37656 3.23790 0.56501
41 H 2.92185 3.46028 -1.11248
42 H 4.57690 3.75864 -0.60286
43 H 5.67543 0.26944 -2.55871
44 H 6.15313 1.94160 -2.31561
45 H 4.72441 1.56043 -3.26375
46 O -3.15611 -1.31262 -2.78854
47 C -2.62310 -1.35344 -1.70726
48 N -3.08015 -2.05302 -0.61412
49 C -2.38431 -1.66080 0.59537
50 C -1.25417 -0.85216 -0.04323
51 O -0.26194 -0.37328 0.52899
52 N -1.44305 -0.72874 -1.34760
53 C -1.76310 -2.80535 1.36059
54 C -1.07826 -2.53743 2.54014
55 C -0.44284 -3.55964 3.22156
56 C -0.48485 -4.85620 2.73571
57 C -1.16562 -5.12482 1.56095
58 C -1.79415 -4.10324 0.87017
59 C -3.31756 -0.81942 1.45239
60 C -3.17517 0.55182 1.61383
61 C -4.12086 1.26916 2.32975
62 C -5.21899 0.63412 2.87884
63 C -5.36220 -0.73411 2.72603
64 C -4.41710 -1.45407 2.01989
65 H -4.01773 -2.42100 -0.60034
66 H -1.03415 -1.52612 2.91062
67 H 0.08809 -3.34562 4.13695
68 H 0.01374 -5.65408 3.26851
69 H -1.21236 -6.13530 1.18224
70 H -2.31337 -4.31612 -0.05158
71 H -2.32495 1.06474 1.18948
72 H -3.99792 2.33441 2.45442
73 H -5.95662 1.20090 3.42842
74 H -6.21386 -1.23702 3.15710
75 H -4.52668 -2.52288 1.90584

---

Record 6
Entry from OMol25: a single C5H6O molecule (wB97M-V/def2-TZVPD).

Properties
Largest force on an atom ... 0.0233 hartree/bohr
Energy ... -269.222563 Ha
LUMO ... 0.049 eV
Gap between HOMO and LUMO ... 9.97 eV
Highest occupied orbital energy ... -9.92 eV

Cartesian coordinates (Å):
1 C -1.10119 0.45433 0.19236
2 C -0.98085 -1.08046 -0.07381
3 C 0.46755 -1.33088 0.03152
4 C 1.34883 -0.51100 0.18681
5 C 2.11739 0.68736 0.31558
6 O 1.59184 1.78577 0.35744
7 H -1.51291 0.63497 1.18312
8 H -0.17258 1.05462 0.17510
9 H -1.71414 0.92064 -0.56563
10 H -1.33409 -1.36130 -1.07272
11 H -1.54724 -1.67616 0.65036
12 H 3.19856 0.57389 0.36313

---

Record 7
Entry from OMol25: a molecular structure, C14H23F3NPPt (wB97M-V/def2-TZVPD).

Properties
2S+1 ... 5
Largest force on an atom ... 0.0634 hartree/bohr
Energy ... -1361.413382 Ha
Net charge ... +2
<S²> ... 6.031
LUMO (spin up / spin down) ... -6.153 / -10.547 eV
Gap between HOMO and LUMO (spin up / spin down) ... 5.67 / 5.83 eV
Highest occupied orbital energy (spin up / spin down) ... -11.82 / -16.38 eV

Cartesian coordinates (Å):
1 C 1.06981 -4.11906 -2.41110
2 C 1.53110 -2.87151 -2.79914
3 C 1.25828 -1.69882 -2.07268
4 C 0.51515 -1.82820 -0.88641
5 C -0.07972 -3.07108 -0.57953
6 C 0.25736 -4.22838 -1.28482
7 C 1.91463 -0.45711 -2.62367
8 C 1.11908 0.72393 -3.22995
9 N -0.24131 0.91540 -2.83187
10 Pt 0.13217 -0.33818 0.54012
11 C -1.07595 -3.14442 0.55536
12 P -1.81351 -1.44903 0.66413
13 H 2.12371 -2.77394 -3.70630
14 H -0.16559 -5.18247 -0.96770
15 H 1.31147 -5.00256 -3.00025
16 H -0.58610 -3.35348 1.52421
17 H -1.85783 -3.90033 0.38437
18 H 2.64071 -0.06228 -1.90787
19 H 2.51286 -0.82355 -3.47188
20 H 1.65752 1.64496 -2.96081
21 C -2.69185 -1.33077 2.23585
22 C -3.09651 -1.51436 -0.63591
23 H 1.15340 0.64125 -4.34185
24 C -1.25652 0.04493 -3.35540
25 C -0.66898 2.25006 -2.48967
26 H -0.65988 0.62469 1.77384
27 H -1.48618 0.29227 -4.41067
28 H -0.93588 -1.00537 -3.30885
29 H -2.17418 0.14899 -2.75838
30 H -0.91101 2.84368 -3.39356
31 H -1.55716 2.20391 -1.84601
32 H 0.11948 2.76113 -1.92043
33 H -3.89401 -2.21021 -0.33191
34 H -3.55490 -0.52695 -0.77794
35 H -2.68427 -1.86101 -1.59366
36 H -3.39450 -2.16388 2.36662
37 H -1.93802 -1.33187 3.03413
38 H -3.25890 -0.39172 2.23796
39 H -0.48969 1.16436 1.14308
40 F 1.83464 1.81503 -0.31116
41 C 1.86817 0.78195 0.62486
42 F 2.98781 0.03665 0.32237
43 F 2.11552 1.37783 1.82856